# 1
Computed, not measured: 3 unconnected molecules or ions with the total composition CH8N2O2, with ωB97M-V with the def2-TZVPD basis set.

Last column: Mulliken charge in e.
Element x y z (Å)
1 H -0.9202 0.0461 -2.7392  0.2540
2 N -0.4999 -0.1738 -1.8438  -0.6561
3 C -1.4711 -0.1735 -1.0106  0.1150
4 N -1.4385 -0.3201 0.3614  -0.4856
5 H -2.4781 -0.2943 -1.4315  0.3248
6 H -0.5360 -0.4145 0.8072  0.2249
7 H -2.0086 0.3904 0.7896  0.2796
8 O 1.4568 1.3834 2.2149  -0.6276
9 H 2.0867 2.1064 2.2141  0.3053
10 H 1.3451 1.1000 1.3015  0.3269
11 O 1.3875 -1.2294 0.1658  -0.6922
12 H 2.0291 -1.7734 -0.2987  0.2968
13 H 1.0472 -0.6474 -0.5306  0.3343

Gap between HOMO and LUMO (eV): 10.81
Total charge: 0
Structure (SMILES): [H]/N=C/N.O.O
Relative energy (zero: lowest compared OMol25 entry of this formula, charge and spin) (kJ/mol): 53.7

***

# 2
Computed, not measured: 7 unconnected molecules or ions with the total composition C21H59N3O10, with ωB97M-V with the def2-TZVPD basis set.

Last column: Mulliken charge in e.
Element x y z (Å)
1 C 0.3569 -7.9827 -0.7177  -0.7461
2 O 1.2123 -7.0269 -0.1718  -0.2921
3 C 1.5507 -6.0379 -1.1094  -0.7639
4 C 2.3324 -4.9668 -0.4246  0.3969
5 C 1.5820 -4.3450 0.7446  -0.9038
6 N 2.7984 -3.9894 -1.4305  -0.7003
7 H -0.6597 -7.5829 -0.8686  0.3008
8 H 0.3077 -8.8387 -0.0503  0.2462
9 H 0.6865 -8.3176 -1.7129  0.2956
10 H 2.1737 -6.4651 -1.9038  0.3983
11 H 0.6359 -5.5867 -1.5279  0.3425
12 H 3.2523 -5.4054 -0.0157  0.2018
13 H 1.4219 -5.0752 1.5360  0.3960
14 H 0.5830 -4.0531 0.3941  0.2229
15 H 2.0803 -3.4372 1.0723  0.1030
16 H 3.2788 -3.2426 -0.9357  0.2330
17 H 1.9987 -3.5159 -1.8508  0.3079
18 C -0.7230 2.0898 -3.8564  -0.7060
19 O -1.8731 1.9891 -3.0755  -0.3146
20 C -2.3942 0.6890 -3.0335  0.4647
21 C -3.3214 0.3646 -4.1830  0.4615
22 C -4.5109 1.2961 -4.2669  -1.3594
23 N -3.7019 -1.0500 -4.0947  -0.6373
24 H -0.4027 3.1296 -3.8871  0.2620
25 H -0.8467 1.7773 -4.9022  0.2639
26 H 0.0685 1.4678 -3.4187  0.2531
27 H -1.6053 -0.0774 -3.0320  0.2638
28 H -2.9213 0.5794 -2.0789  -0.7334
29 H -2.7601 0.4398 -5.1236  0.4199
30 H -4.2465 2.3522 -4.3056  0.3213
31 H -5.1749 1.1096 -3.4145  0.2069
32 H -5.0995 1.0960 -5.1675  0.3849
33 H -4.6096 -1.1781 -3.6708  0.2268
34 H -3.6572 -1.5117 -4.9874  0.2369
35 C -3.8721 -0.7236 0.3845  -0.6710
36 O -4.3406 0.5669 0.1165  -0.3772
37 C -3.6309 1.6204 0.7337  0.1155
38 C -4.5749 2.8072 0.8677  -0.0156
39 C -4.9547 3.2931 -0.5499  -1.1640
40 N -3.9385 3.8540 1.6711  -0.6624
41 H -4.6242 -1.4199 0.0193  0.2843
42 H -3.8067 -0.9434 1.4629  0.3646
43 H -2.8763 -0.9093 -0.0290  0.1411
44 H -3.2458 1.2975 1.7084  0.4137
45 H -2.7899 1.9887 0.1175  -0.1691
46 H -5.5131 2.4753 1.3220  0.3282
47 H -4.0492 3.5825 -1.0950  0.2132
48 H -5.5741 4.1920 -0.4839  0.4475
49 H -5.5076 2.5309 -1.0970  0.2378
50 H -3.1427 4.2180 1.1465  0.2226
51 H -4.5518 4.6605 1.7415  0.2877
52 C 4.5341 -0.4354 -0.8275  -0.9266
53 C 4.9662 0.9931 -0.5595  0.2284
54 C 4.5143 1.9610 -1.6534  -1.1883
55 O 4.3210 1.3903 0.6895  -0.4508
56 H 3.5479 -0.6046 -0.3759  0.0276
57 H 5.2073 -1.1497 -0.3550  0.4022
58 H 4.3690 -0.6250 -1.8883  0.3848
59 H 6.0483 1.0998 -0.4630  0.4799
60 H 3.4468 1.8840 -1.8638  0.1355
61 H 5.0966 1.8594 -2.5708  0.4218
62 H 4.6978 2.9857 -1.3105  0.3433
63 H 4.9103 1.9755 1.1765  0.2486
64 O -0.6287 2.2700 4.7882  -0.5731
65 C -0.2457 3.6021 4.5394  -0.6192
66 C 0.5443 3.7452 3.2556  -0.0126
67 O -0.2901 3.3004 2.2210  -0.3886
68 H -1.2245 2.0245 4.0685  0.3120
69 H -1.1073 4.2833 4.4727  0.2911
70 H 0.3371 3.9806 5.3797  0.3814
71 H 1.4513 3.1122 3.2968  -0.0325
72 H 0.9211 4.7653 3.0983  0.3804
73 H 0.1557 3.2228 1.3702  0.2055
74 O 4.7825 -0.7418 4.6572  -0.5445
75 C 3.4505 -0.9662 4.2077  -0.4431
76 C 2.6617 0.3168 4.2288  0.0194
77 O 1.3433 0.0548 3.7557  -0.5054
78 H 5.1898 -0.1482 4.0172  0.3140
79 H 3.4934 -1.3794 3.1905  0.1908
80 H 2.9925 -1.7391 4.8224  0.3496
81 H 3.1609 1.0272 3.5529  0.0280
82 H 2.6591 0.7497 5.2323  0.3620
83 H 0.7622 0.7760 4.0271  0.2374
84 O 1.0451 -1.0613 0.4513  -0.2788
85 C 0.0797 -0.1803 -0.0608  -0.0473
86 C 0.7352 1.0705 -0.6463  -0.0025
87 O 1.3607 1.8015 0.4232  -0.2747
88 H 1.3531 -0.6322 1.2672  -0.0302
89 H -0.5116 -0.6471 -0.8571  0.0726
90 H -0.6468 0.1023 0.7116  0.1743
91 H -0.0592 1.7224 -1.0244  0.0465
92 H 1.4351 0.7619 -1.4240  0.1250
93 H 2.3211 1.6877 0.4133  0.1051

Gap between HOMO and LUMO (eV): 9.42
Total charge: 0
Structure (SMILES): COC[C@H](C)N.COC[C@H](C)N.COC[C@H](C)N.CC(C)O.OCCO.OCCO.OCCO
Relative energy (zero: lowest compared OMol25 entry of this formula, charge and spin) (kJ/mol): 22.8

***

# 3
Computed, not measured: a molecular structure, C41H56KN2OSSbSi3Te, with ωB97M-V with the def2-TZVPD basis set.

Last column: Mulliken charge in e.
Element x y z (Å)
1 K -0.0812 0.0267 0.6106  1.4529
2 C -1.0185 -2.1822 -4.2628  -1.2692
3 Sb -0.4876 -0.6752 -2.7915  0.1357
4 C -1.2932 -1.7841 -1.1517  0.1044
5 C -2.3478 -1.2939 -0.3460  -0.0861
6 C -3.2585 -2.1501 0.3532  -0.7604
7 C -4.3131 -1.6320 1.0490  -1.2089
8 C -4.5118 -0.2412 1.0955  -0.8396
9 C -3.5767 0.5377 0.4442  -1.1384
10 N -2.5286 0.0535 -0.2155  1.6054
11 Si -0.5714 -3.4496 -0.8886  -0.0906
12 C 1.1860 -3.5789 -1.5889  -0.9252
13 C -0.3532 -3.8175 0.9604  -1.0143
14 C -1.5749 -4.8766 -1.6600  -1.2350
15 C -1.9263 0.9488 -3.3659  2.1089
16 C -1.8320 2.0082 -2.3044  -1.6585
17 C -2.7512 3.0604 -2.2236  -0.4775
18 C -2.6010 4.0500 -1.2719  -1.5416
19 C -1.5204 4.0049 -0.4066  -1.0604
20 C -0.6297 2.9611 -0.5801  -0.6978
21 N -0.7631 2.0049 -1.4920  1.1864
22 Si -3.6733 0.3060 -3.8438  0.5641
23 C -4.3992 -1.0611 -2.7755  -0.7699
24 C -3.7009 -0.3854 -5.6074  -1.2032
25 C -5.0427 1.6242 -3.8441  -1.5041
26 Si -1.0864 1.8635 -4.8414  0.6359
27 C 0.4276 2.8360 -4.2619  -1.0954
28 C -0.4048 0.7644 -6.2182  -1.2148
29 C -2.2465 3.1501 -5.6109  -1.1317
30 H -0.3004 -2.9920 -4.1277  0.3944
31 H -0.9459 -1.8347 -5.2893  0.4344
32 H -2.0145 -2.5770 -4.0682  0.2998
33 H -3.1503 -3.2233 0.2707  0.2861
34 H -5.0081 -2.3025 1.5415  0.3956
35 H -5.3462 0.2042 1.6189  0.4087
36 H -3.6510 1.6247 0.4530  0.1723
37 H 1.8883 -3.0144 -0.9690  0.1206
38 H 1.3172 -3.2367 -2.6161  0.2344
39 H 1.4924 -4.6281 -1.5557  0.4055
40 H 0.4387 -3.1869 1.3786  0.1703
41 H -0.0398 -4.8547 1.1087  0.4173
42 H -1.2510 -3.6525 1.5553  0.3496
43 H -1.5524 -4.8162 -2.7504  0.3176
44 H -2.6235 -4.8482 -1.3588  0.3342
45 H -1.1726 -5.8526 -1.3723  0.4170
46 H -3.5879 3.1063 -2.9037  0.5893
47 H -3.3294 4.8500 -1.2118  0.4091
48 H -1.3707 4.7380 0.3743  0.5855
49 H 0.2478 2.8848 0.0580  0.4513
50 H -3.7455 -1.9224 -2.6445  0.0603
51 H -5.3065 -1.3956 -3.2883  0.6492
52 H -4.6944 -0.7106 -1.7862  0.0538
53 H -3.1157 -1.2955 -5.7250  0.3700
54 H -3.4065 0.3145 -6.3893  0.3285
55 H -4.7463 -0.6483 -5.7968  0.4354
56 H -5.3229 1.9260 -2.8327  0.3690
57 H -5.9191 1.1375 -4.2835  0.4454
58 H -4.8453 2.5184 -4.4378  0.3912
59 H 1.2647 2.1653 -4.0593  0.0141
60 H 0.2659 3.4611 -3.3810  0.3084
61 H 0.7278 3.4888 -5.0866  0.5489
62 H 0.3809 0.1031 -5.8485  0.2956
63 H 0.0640 1.4372 -6.9438  0.4374
64 H -1.1372 0.1637 -6.7518  0.3524
65 H -2.5555 3.9032 -4.8832  0.3056
66 H -3.1438 2.7332 -6.0673  0.3066
67 H -1.6915 3.6740 -6.3945  0.4516
68 Te -1.7588 -0.3193 3.6487  0.4756
69 C -0.4654 -0.3450 5.3149  0.1502
70 C -0.9713 -0.2359 6.6047  -0.4810
71 C -0.1154 -0.2527 7.6956  -0.5415
72 C 1.2519 -0.3853 7.5071  -0.4050
73 C 1.7640 -0.5048 6.2235  -0.6675
74 C 0.9077 -0.4873 5.1316  -0.1402
75 C -1.7285 1.7839 3.4075  0.1235
76 C -0.5174 2.4411 3.2234  -0.2842
77 C -0.4872 3.8171 3.0487  -0.6666
78 C -1.6707 4.5419 3.0433  -0.5138
79 C -2.8800 3.8863 3.2091  -0.4601
80 C -2.9105 2.5119 3.3934  -0.4614
81 H -2.0379 -0.1312 6.7610  0.3732
82 H -0.5203 -0.1641 8.6958  0.3671
83 H 1.9170 -0.4014 8.3610  0.3653
84 H 2.8299 -0.6171 6.0700  0.3957
85 H 1.3121 -0.5975 4.1324  0.3936
86 H 0.4137 1.8840 3.2235  0.4551
87 H 0.4618 4.3210 2.9133  0.3877
88 H -1.6506 5.6164 2.9104  0.4291
89 H -3.8067 4.4468 3.2032  0.4111
90 H -3.8573 2.0032 3.5217  0.4037
91 C 2.8473 1.5707 -1.7703  -0.2509
92 S 2.8667 -0.0120 -0.9246  0.9182
93 O 2.2245 0.2619 0.4056  -0.7919
94 C 4.6260 -0.1487 -0.6196  0.1981
95 C 5.1810 0.4190 0.5158  -0.5917
96 C 6.5448 0.2987 0.7298  -0.6023
97 C 7.3360 -0.3835 -0.1857  -0.4425
98 C 6.7664 -0.9583 -1.3113  -0.6162
99 C 5.4002 -0.8498 -1.5291  -0.3788
100 H 3.2787 2.3320 -1.1214  0.5058
101 H 1.8014 1.7797 -1.9995  -0.6075
102 H 3.4170 1.4844 -2.6958  0.4584
103 H 4.5367 0.9267 1.2229  0.3230
104 H 6.9953 0.7329 1.6129  0.3943
105 H 8.4005 -0.4762 -0.0141  0.3826
106 H 7.3818 -1.5036 -2.0148  0.3881
107 H 4.9402 -1.3162 -2.3929  0.4162

Gap between HOMO and LUMO (eV): 5.99
Total charge: 0
Relative energy (zero: lowest compared OMol25 entry of this formula, charge and spin) (kJ/mol): 0.0

***

# 4
Computed, not measured: 8 unconnected molecules or ions with the total composition C32H43ClN9O3P, with ωB97M-V with the def2-TZVPD basis set.

Last column: Mulliken charge in e.
Element x y z (Å)
1 N -4.9467 -1.1459 2.9300  -0.7351
2 P -3.4384 -1.2432 2.6538  0.5758
3 C -2.8527 -2.8356 1.7985  0.3635
4 O -3.6392 -3.7244 1.6891  -0.4752
5 O -1.5740 -2.9613 1.4354  -0.2929
6 C -0.8462 -1.8917 0.7708  -0.1079
7 N 0.0955 -1.1870 1.6028  -0.3989
8 C -0.1985 -2.5330 -0.4665  -0.3195
9 C 1.0163 -3.3998 -0.1966  0.7240
10 O 1.4240 -3.8242 0.8305  -0.4724
11 Cl 1.7715 -3.7998 -1.7432  -0.1920
12 H -5.2424 -1.1348 3.9009  0.2540
13 H -2.8616 -0.3041 1.7863  0.0658
14 H -2.4582 -1.2133 3.6670  -0.0251
15 H -1.6042 -1.1816 0.3939  0.4926
16 H 0.9661 -1.7121 1.6511  0.2532
17 H -0.2404 -1.1703 2.5682  0.2396
18 H 0.0849 -1.7757 -1.2183  0.1862
19 H -0.9451 -3.1859 -0.9638  -0.2263
20 C -3.9915 -4.6706 -2.6447  0.3646
21 C -3.0017 -5.0023 -1.6774  -0.0421
22 C -1.7995 -5.0615 -2.3360  -1.2494
23 N -2.0251 -4.7781 -3.6550  0.1108
24 C -3.3582 -4.5393 -3.8515  -1.1994
25 H -5.0488 -4.5630 -2.4720  0.4266
26 H -3.1665 -5.2028 -0.6297  0.4199
27 H -0.8112 -5.2942 -1.9771  0.5907
28 H -1.3201 -4.7577 -4.3693  0.1983
29 H -3.7442 -4.3049 -4.8288  0.3868
30 C 1.5628 2.5073 5.3534  -0.5832
31 C 0.8914 1.5568 6.1720  -0.8229
32 C 0.1468 0.7622 5.3408  -0.1415
33 N 0.3511 1.1921 4.0564  0.1473
34 C 1.2084 2.2561 4.0542  -0.8151
35 H 2.2185 3.2968 5.6818  0.7085
36 H 0.9447 1.4704 7.2444  0.3938
37 H -0.5012 -0.0701 5.5594  0.3284
38 H -0.0656 0.7908 3.2345  0.1868
39 H 1.4921 2.7453 3.1380  0.6235
40 C 0.2981 -1.0651 -5.1047  -0.6103
41 C 1.1924 -0.8525 -4.0190  -0.1871
42 C 1.2429 0.4991 -3.7985  -0.5220
43 N 0.4201 1.1073 -4.7068  0.0873
44 C -0.1568 0.1610 -5.5069  -0.5430
45 H 0.0215 -2.0104 -5.5410  0.4076
46 H 1.7327 -1.6000 -3.4617  0.5278
47 H 1.7768 1.0610 -3.0512  0.2417
48 H 0.2442 2.0944 -4.7662  0.1937
49 H -0.8459 0.4363 -6.2866  0.3886
50 C 6.3025 4.9003 4.4189  -0.8149
51 C 5.8054 4.2006 3.2847  0.0466
52 C 5.0260 3.1737 3.7460  -0.6651
53 N 5.0249 3.2326 5.1100  -0.0201
54 C 5.8023 4.2756 5.5315  -0.4653
55 H 6.9406 5.7681 4.4167  0.3842
56 H 5.9957 4.4354 2.2508  0.4759
57 H 4.4649 2.4166 3.2247  0.4230
58 H 4.5173 2.6050 5.7082  0.2716
59 H 5.9230 4.4944 6.5786  0.3813
60 C 5.0014 4.5238 -1.3013  -0.2926
61 C 4.5265 3.4982 -0.4380  0.2543
62 C 3.7012 2.6926 -1.1736  -0.8596
63 N 3.6462 3.2010 -2.4436  0.1105
64 C 4.4412 4.3159 -2.5330  -0.7962
65 H 5.6675 5.3297 -1.0421  0.4374
66 H 4.7500 3.3735 0.6080  0.1777
67 H 3.1416 1.8145 -0.8983  0.4254
68 H 3.1018 2.8163 -3.1951  0.0985
69 H 4.5314 4.8654 -3.4543  0.3764
70 C -0.8743 6.0510 -1.6122  -0.5224
71 C -0.6318 5.5729 -0.2947  -0.5999
72 C 0.6080 4.9888 -0.2955  -0.4023
73 N 1.1211 5.0944 -1.5566  0.1222
74 C 0.2280 5.7407 -2.3653  -0.5349
75 H -1.7511 6.5699 -1.9620  0.4029
76 H -1.2882 5.6571 0.5553  0.3965
77 H 1.1718 4.5183 0.4920  0.4500
78 H 2.0145 4.7404 -1.8458  0.3889
79 H 0.4515 5.9377 -3.4003  0.3681
80 C -6.2634 -6.7964 -2.1375  -0.2589
81 C -5.5254 -6.8499 -0.9224  -0.3223
82 C -5.4239 -5.5692 -0.4457  -1.0840
83 N -6.0739 -4.7484 -1.3257  -0.0766
84 C -6.5873 -5.4842 -2.3586  -0.5572
85 H -6.5250 -7.6248 -2.7748  0.4490
86 H -5.1136 -7.7283 -0.4537  0.4309
87 H -4.9586 -5.1706 0.4388  0.7361
88 H -6.1673 -3.7544 -1.2186  0.3128
89 H -7.1410 -5.0187 -3.1563  0.4259

Gap between HOMO and LUMO (eV): 7.94
Total charge: 0
Structure (SMILES): N=[PH2]C(=O)O[C@@H](N)CC(=O)Cl.c1cc[nH]c1.c1cc[nH]c1.c1cc[nH]c1.c1cc[nH]c1.c1cc[nH]c1.c1cc[nH]c1.c1cc[nH]c1
Relative energy (zero: lowest compared OMol25 entry of this formula, charge and spin) (kJ/mol): 0.0

***

# 5
Computed, not measured: 2 unconnected molecules or ions with the total composition C4H7NO, with ωB97M-V with the def2-TZVPD basis set.

Last column: Mulliken charge in e.
Element x y z (Å)
1 C 2.1297 -0.2218 0.0412  -1.0134
2 C 0.6777 0.0916 0.0220  0.7167
3 N 0.0848 1.0870 -0.4818  -0.5010
4 C -1.3281 0.9015 -0.1343  -0.4036
5 C -1.4359 -0.5018 0.4348  -0.1471
6 O -0.1385 -0.8491 0.6617  -0.2835
7 H 2.4933 -0.2486 1.0729  0.2916
8 H 2.6729 0.5412 -0.5172  0.3076
9 H 2.3091 -1.2059 -0.4024  0.2843
10 H -1.5773 1.6108 0.6683  0.2710
11 H -1.9926 1.1104 -0.9732  0.2896
12 H -1.6094 -1.2280 -1.1002  0.0240
13 H -2.0132 -1.3686 -0.3115  0.1639

Gap between HOMO and LUMO (eV): 9.35
Total charge: 0
Relative energy (zero: lowest compared OMol25 entry of this formula, charge and spin) (kJ/mol): 458.9